DFT (ωB97M-V with the def2-TZVPD basis set) results for the ion C4H11N2O with charge +1.

Cartesian coordinates (Å):
C (0.803, -1.045, 0.272)
C (-0.406, -0.104, -0.324)
C (-0.185, 1.211, 0.353)
C (-1.720, -0.737, 0.177)
N (2.090, -0.429, -0.202)
N (0.037, 2.356, -0.170)
O (2.315, 0.823, 0.210)
H (0.730, -1.130, 1.319)
H (0.780, -2.067, -0.151)
H (-0.284, -0.078, -1.426)
H (-0.271, 1.266, 1.458)
H (-1.439, -1.147, 1.132)
H (-2.150, -1.573, -0.530)
H (-2.535, 0.103, 0.325)
H (2.988, -1.015, -0.053)
H (0.235, 2.435, -1.162)
H (2.042, -0.261, -1.287)
H (0.257, 3.194, 0.433)

Properties
- LUMO level (Eh) = -0.1515
- total charge = +1
- F_max (eV Å⁻¹) = 3.2
- E_HOMO (eV) = -12.975
- gap between HOMO and LUMO (eV) = 8.85